Run A
H80O40 | ωB97M-V with the def2-TZVPD basis set

Last column: Löwdin spin population.
Positions of all 120 atoms, in Å:
O (0.870, -3.723, 0.762)  0.000
H (-3.621, 1.229, 4.791)  0.000
O (2.114, -5.038, -1.729)  0.000
H (-4.420, 1.041, 3.595)  0.000
H (5.726, 1.488, -0.527)  0.000
O (1.190, -6.416, 1.325)  0.000
O (0.734, 0.655, 4.231)  0.002
H (-5.821, -2.357, 0.633)  0.000
H (-3.069, 1.728, -4.009)  -0.002
O (-1.821, 1.731, 3.734)  0.005
O (1.628, 3.775, 4.386)  0.000
H (1.714, -0.892, -5.304)  0.000
H (-4.823, 1.876, -1.670)  0.000
O (6.235, 1.489, 0.211)  0.000
O (-4.184, 2.095, -0.897)  0.005
H (-4.491, 2.990, -0.599)  0.000
H (5.914, 0.937, 0.837)  0.000
H (0.609, 2.066, -0.070)  0.000
H (4.099, -1.840, -0.908)  0.000
O (3.587, 2.358, -3.252)  0.000
H (2.751, 1.423, 0.675)  0.000
H (4.829, -2.155, -2.182)  0.000
O (2.103, -0.803, -2.758)  0.001
O (-1.396, 5.376, 1.234)  0.000
H (-3.194, 5.342, -2.604)  0.000
H (-2.582, -2.085, -5.139)  0.000
H (-3.186, -1.231, 4.868)  0.000
H (1.389, 1.095, -2.492)  0.000
H (0.365, -6.276, 0.934)  0.000
H (-3.407, 4.714, -1.202)  0.000
H (0.643, 4.707, -3.258)  0.000
O (4.567, 3.306, 3.996)  0.001
H (2.141, 4.428, 4.851)  0.000
H (-4.677, -2.360, 1.721)  0.000
H (-0.898, 1.500, 0.995)  0.000
O (-1.629, -4.615, -4.529)  0.000
H (2.788, -4.770, -0.951)  0.000
O (-1.515, 1.874, -1.922)  0.573
H (0.336, -4.326, 1.268)  0.000
O (4.110, -4.924, 0.460)  0.000
H (-1.844, -1.169, 3.953)  0.000
O (1.112, 0.989, -1.614)  0.000
H (-2.035, 1.207, 0.155)  -0.001
H (2.691, -0.682, -3.590)  0.000
O (0.648, 3.883, -3.777)  0.003
H (3.030, 3.254, -1.672)  0.000
O (-3.122, -0.621, -0.257)  0.056
H (2.716, -1.429, -6.216)  0.000
H (-1.357, 4.880, 4.489)  0.000
O (-4.913, -2.170, 0.850)  0.001
H (-0.005, -2.082, 0.335)  0.000
O (-3.057, -1.185, -5.092)  0.005
H (-2.178, 5.238, 0.923)  0.000
H (-2.092, 1.675, -1.145)  0.005
H (1.300, 0.022, 3.652)  0.000
O (-1.976, -3.733, 0.925)  0.000
H (-0.143, 3.280, -3.743)  -0.001
H (1.086, 3.482, 5.155)  0.000
O (4.344, -2.553, -1.499)  0.000
H (3.663, 3.709, 3.900)  0.000
H (-2.327, -4.242, 1.655)  0.000
H (-0.573, 1.501, -1.998)  0.000
O (0.624, 2.944, 0.157)  0.048
H (2.424, 0.100, 0.142)  0.000
O (-4.503, 1.318, 4.454)  0.000
H (-3.898, 3.666, 2.365)  0.000
H (-0.515, -4.459, 3.887)  0.000
H (-2.588, -4.410, -4.208)  0.000
H (4.142, 2.997, -0.874)  0.000
O (-1.712, 1.264, 1.071)  0.005
O (-1.216, -4.936, 3.505)  0.000
H (-1.168, -3.981, -3.896)  0.000
H (-2.407, -1.210, -2.073)  0.001
H (0.668, -6.626, 2.104)  0.000
H (1.824, -4.196, -2.152)  0.000
O (0.344, -2.804, -3.405)  0.004
H (2.298, 4.571, 2.743)  0.000
O (1.886, -3.110, 2.900)  0.000
O (-3.858, 5.147, -1.927)  0.000
H (0.677, 1.427, 3.640)  0.000
H (1.876, -2.941, 1.975)  0.000
O (2.862, 4.115, 2.051)  0.006
O (2.497, -0.586, -5.872)  0.000
H (4.224, 2.772, 4.723)  0.000
H (4.088, -4.856, 1.393)  0.000
H (-2.188, 2.660, 3.568)  0.000
O (-0.130, -5.643, -0.607)  0.000
O (0.074, -1.229, -0.135)  0.001
H (4.971, -4.759, 0.258)  0.000
H (-1.026, -6.152, -0.627)  0.000
O (-0.897, 4.322, 3.840)  0.000
H (-1.881, -4.492, 0.396)  0.000
H (-0.868, 4.404, 1.095)  0.000
O (-3.713, 4.179, 1.517)  0.000
H (-4.012, -1.008, -0.322)  0.000
H (-2.506, -1.352, -0.007)  0.001
H (-1.553, 1.504, 2.881)  0.000
H (1.574, -4.334, 0.584)  0.000
H (-0.088, -0.268, 0.208)  0.000
H (-0.027, -2.066, -3.748)  0.000
O (-2.249, 2.006, -4.434)  0.215
O (3.281, 3.389, -0.838)  0.000
H (-2.233, 1.558, -5.242)  0.003
H (2.635, -1.561, -2.158)  0.000
H (2.870, 4.800, 1.368)  0.000
H (-2.195, -4.419, 3.508)  0.000
O (-2.763, -1.556, 3.942)  0.000
H (1.490, 3.303, 0.375)  0.000
H (0.407, -5.563, -1.267)  0.000
H (-2.797, -0.957, -4.191)  0.000
H (2.840, 1.742, -3.318)  0.000
H (3.453, 3.051, -3.791)  0.000
H (1.683, -3.775, 3.340)  0.000
O (3.036, 0.540, 0.804)  0.000
H (1.351, 0.059, -1.529)  0.000
H (-4.110, 5.083, 1.407)  0.000
H (0.581, -2.440, -2.480)  0.000
H (-0.857, 5.005, 3.136)  0.000
H (-1.509, -0.037, -2.534)  -0.003
O (-1.884, -0.869, -2.600)  0.066

Results
- gap between HOMO and LUMO (spin up / spin down) (hartree) = 0.33228 / 0.07169
- net charge = +1
- highest occupied orbital energy (spin up / spin down) (eV) = -12.27 / -12.26
- multiplicity = 2
- ⟨S²⟩ = 0.7564

***

Run B
H80O40 | ωB97M-V with the def2-TZVPD basis set

Last column: Löwdin spin population.
Positions of all 120 atoms, in Å:
O (3.049, 2.286, -0.040)  0.000
H (-0.157, -2.766, 5.907)  0.000
H (2.978, 1.060, 2.760)  0.000
H (-1.727, -1.847, -0.603)  0.000
H (-2.214, 2.653, 2.939)  0.000
H (3.901, -0.193, -3.112)  0.000
H (-2.950, -0.430, -4.619)  0.000
O (4.431, 0.151, -3.817)  0.000
O (-4.967, 1.631, 3.285)  0.000
H (-2.572, 0.206, -5.966)  0.000
H (-5.208, -0.656, 2.423)  0.000
H (-4.581, -0.442, -1.154)  0.000
O (-4.290, -0.788, -2.009)  0.000
H (-3.296, 5.968, 0.294)  0.000
H (0.698, 2.971, -3.242)  0.000
H (1.070, 5.262, -2.353)  0.000
H (0.367, 6.033, -0.521)  0.000
H (0.844, -4.119, 3.727)  0.000
H (3.620, -1.958, 2.787)  0.000
H (5.662, 3.218, 2.242)  0.000
H (-0.688, 0.646, 4.012)  0.000
H (0.444, 6.405, 0.884)  0.000
H (-4.078, 1.857, 3.251)  0.000
H (2.005, -4.290, -1.051)  -0.007
H (-4.299, 1.021, -1.732)  0.000
H (-1.545, -3.751, -4.074)  0.000
O (-2.633, -0.704, -5.478)  0.000
O (-0.728, -1.996, 6.236)  0.000
H (-1.734, 1.659, -4.325)  0.000
H (-0.957, -2.939, 0.992)  0.000
H (1.360, -2.677, 3.781)  0.000
H (2.940, 2.911, 1.572)  0.000
O (3.412, 3.626, 2.108)  0.000
O (4.766, -1.573, -1.316)  0.000
H (-5.228, 1.191, 4.072)  0.000
O (2.784, 1.994, -2.630)  0.000
O (5.095, -0.809, 2.816)  0.000
H (-4.102, -3.594, 0.579)  0.000
H (0.758, 2.583, -4.677)  0.000
H (0.592, 3.469, -0.702)  0.000
H (4.412, -1.066, -0.605)  0.000
H (2.332, -2.799, -2.032)  0.000
H (3.746, -3.405, 1.105)  0.000
H (1.866, -0.709, -2.313)  0.000
H (3.431, 1.733, -3.343)  0.000
H (-3.134, 4.554, 0.256)  0.000
H (-3.532, 2.273, -1.393)  0.000
O (-2.218, -2.085, -1.445)  0.001
O (-0.198, 0.850, 4.913)  0.000
H (-2.576, -3.084, 3.729)  0.000
H (-1.041, 1.193, -2.021)  0.000
H (5.405, -0.520, 3.706)  0.000
O (-1.936, -4.176, -3.252)  0.212
O (-2.167, 1.057, -3.781)  0.000
O (-4.811, -3.039, 0.195)  0.000
O (-4.654, 3.593, -0.219)  0.000
O (0.700, 5.648, 0.274)  0.000
H (-2.982, 1.504, -3.373)  0.000
O (0.675, 2.454, -0.906)  0.000
H (-1.620, -2.169, 3.227)  0.000
H (0.976, -6.174, -2.114)  -0.006
O (0.191, -2.831, -5.034)  0.003
O (3.337, -2.642, 3.511)  0.001
H (2.490, -3.082, 0.451)  0.000
H (-2.559, -3.435, -3.030)  0.001
H (3.046, -0.120, 1.177)  0.000
H (1.530, 5.582, -3.845)  0.000
H (2.260, 1.309, 4.190)  0.000
H (0.950, -1.431, -1.222)  0.000
H (-2.854, 1.198, 0.021)  0.000
O (-1.189, 0.545, -1.305)  0.000
H (4.288, -2.385, -1.509)  0.000
O (-2.926, 5.306, 0.923)  0.000
H (-0.330, -1.361, 5.697)  0.000
O (2.767, -3.230, -2.789)  -0.002
H (-5.016, 2.954, 0.475)  0.000
O (-4.358, -0.990, 2.123)  0.000
H (0.438, -2.508, 1.523)  0.000
O (0.265, 3.191, -4.125)  0.000
H (4.821, 2.390, 3.215)  0.000
H (0.531, 1.383, 4.406)  0.000
H (-1.578, -2.808, -1.464)  -0.001
H (2.653, 3.662, 2.745)  0.000
H (3.994, -2.704, 4.171)  0.000
O (0.673, -3.226, 3.273)  0.000
H (0.701, -4.275, 0.062)  -0.004
O (2.188, 1.168, 3.234)  0.000
H (2.338, 2.843, -2.865)  0.000
H (0.304, 2.016, -0.135)  0.000
O (5.549, 2.238, 2.610)  0.000
H (-0.415, -0.641, 2.167)  0.000
O (1.091, -1.293, -2.155)  0.000
H (-5.379, 3.626, -0.864)  0.000
H (-3.543, 0.898, 1.272)  0.000
H (-0.316, -2.745, -5.807)  0.000
O (-1.838, 3.522, 2.794)  0.000
H (2.154, 2.107, -0.492)  0.000
H (-1.493, 0.306, 1.862)  0.000
H (-3.832, -1.532, -1.907)  0.000
H (1.489, 0.095, 1.334)  0.000
O (1.708, 5.611, -2.939)  0.000
H (-0.155, -6.527, -1.338)  -0.004
H (-1.546, -0.147, -1.929)  0.000
O (-3.537, 1.582, 0.628)  0.000
O (-1.043, -0.088, 2.656)  0.000
O (-4.107, 1.925, -2.112)  0.000
H (5.225, -0.425, -3.789)  0.000
O (-0.040, -2.753, 0.653)  0.002
H (-4.216, -2.398, -0.215)  0.000
H (3.567, 2.814, -0.620)  0.000
H (-0.965, 3.366, 3.153)  0.000
O (-0.004, -5.957, -2.162)  0.456
H (2.290, -2.921, -3.612)  0.000
O (3.291, -2.603, 0.708)  0.025
H (5.416, -0.134, 2.230)  0.000
H (0.159, -2.104, -4.387)  0.000
H (-4.274, -1.873, 2.410)  0.000
O (-2.368, -2.644, 2.931)  0.000
O (1.572, -4.730, -0.156)  0.320
O (2.240, -0.442, 1.501)  0.003

Results
- gap between HOMO and LUMO (spin up / spin down) (hartree) = 0.30460 / 0.05618
- net charge = +1
- highest occupied orbital energy (spin up / spin down) (eV) = -11.84 / -11.84
- multiplicity = 2
- ⟨S²⟩ = 0.7587

***

Run C
H80O40 | ωB97M-V with the def2-TZVPD basis set

Last column: Löwdin spin population.
Positions of all 120 atoms, in Å:
O (0.879, 0.808, 4.109)  0.000
H (0.520, 5.671, 1.927)  0.000
H (0.656, 1.245, 3.323)  0.000
H (4.121, -3.061, -1.603)  0.000
H (-2.580, 1.926, -4.390)  0.000
O (-1.149, -0.129, -3.371)  0.000
H (2.260, 2.313, -0.100)  0.000
H (2.069, -3.055, -4.875)  0.000
O (-2.462, 5.231, 0.221)  0.000
H (-2.805, -2.952, -3.683)  0.000
H (5.260, -0.776, 0.063)  0.000
O (-1.733, 1.143, 3.047)  0.001
H (2.943, -4.387, 1.898)  0.000
H (5.195, -2.928, 0.607)  0.000
H (-3.222, 4.497, 3.126)  0.000
H (-5.479, -0.758, -0.209)  0.005
O (5.172, 1.686, 1.599)  0.000
O (0.310, 3.631, 4.487)  0.000
O (-3.821, 4.707, -2.849)  0.000
H (-0.094, 1.952, 0.743)  0.000
H (-6.279, 2.083, -0.106)  -0.003
H (-1.850, -2.809, -0.224)  0.000
O (3.518, 1.612, 4.689)  0.000
H (1.628, -1.246, -1.642)  0.000
H (1.430, -1.981, 1.876)  0.000
H (3.185, -1.093, 0.393)  0.000
H (5.400, 1.290, 2.391)  0.000
O (-6.451, 1.772, 0.768)  0.162
O (-4.486, -0.149, -3.118)  0.007
H (-4.222, -1.064, 2.595)  0.000
O (-2.418, -1.951, 1.856)  0.000
O (2.017, -6.063, -1.492)  0.000
H (-0.516, 6.067, -1.104)  0.000
O (-1.715, 2.034, -4.684)  0.000
O (0.793, -0.988, -2.043)  0.000
H (3.842, 1.060, 5.417)  0.000
O (3.350, -1.920, 1.696)  0.000
O (3.042, -0.761, -0.529)  0.000
O (-1.187, -5.432, -1.921)  0.000
H (-0.935, 1.537, 2.631)  0.000
O (0.331, 1.771, 1.583)  0.000
O (2.542, 3.386, 1.294)  0.000
H (0.682, 3.744, 3.598)  0.000
H (-1.075, -1.078, -3.862)  0.000
H (-2.333, -0.075, 4.013)  0.000
H (-4.258, 0.398, 1.532)  0.000
H (-0.838, -0.400, -2.509)  0.000
H (0.396, -4.258, -4.169)  0.000
H (-2.664, -3.454, 0.831)  0.000
H (0.889, 2.696, -3.621)  0.000
H (-2.010, 6.072, 0.417)  0.000
O (-2.222, -2.602, -4.352)  0.000
O (0.791, -4.124, -0.190)  0.000
H (0.360, -3.024, 1.518)  0.000
H (2.872, 4.284, 1.252)  0.000
H (2.886, 2.976, 2.108)  0.000
H (-4.375, -1.001, -3.650)  0.000
O (-0.485, -4.621, -4.310)  0.000
O (2.996, -4.262, 0.935)  0.000
H (4.340, 1.439, 1.258)  0.000
O (3.572, -2.419, -2.075)  0.000
H (-1.315, 1.174, -4.551)  0.000
H (5.239, -0.608, -3.251)  0.000
O (-4.974, -0.658, 2.872)  -0.001
H (1.926, -5.957, -2.485)  0.000
H (1.154, -4.950, -0.479)  0.000
H (-3.528, -0.103, -2.845)  0.000
O (-2.627, -0.929, 4.322)  0.000
H (-1.973, -4.911, -1.686)  0.000
H (-5.149, -0.387, -1.904)  0.011
H (-2.445, 3.170, 0.024)  0.000
H (-2.713, 0.274, 1.901)  0.000
O (0.207, 6.291, -0.448)  0.000
H (-1.639, 4.532, 2.768)  0.000
H (-3.455, -0.478, 4.557)  0.000
H (1.626, 1.934, -1.477)  0.000
H (6.093, -1.215, -1.150)  0.000
O (0.662, -2.409, 2.100)  0.000
H (2.309, -0.132, -0.429)  0.000
H (0.111, 0.863, 4.700)  0.000
H (-5.814, 1.155, 1.005)  -0.002
H (0.864, 2.849, 4.791)  0.000
H (0.995, 2.372, 1.874)  0.000
O (2.578, -3.621, -4.310)  0.000
H (2.739, -5.574, -1.077)  0.000
H (-0.287, 4.460, 1.105)  0.000
O (1.259, 3.533, -3.380)  0.000
O (-2.198, 2.788, 0.857)  0.000
O (-2.548, -3.536, -0.104)  0.001
H (-2.223, -1.240, 1.280)  0.000
O (5.824, -1.518, -0.272)  0.000
H (0.549, -3.595, -0.966)  0.000
H (2.693, -3.332, 0.735)  0.000
H (0.534, 4.117, -3.254)  0.000
H (3.262, -1.671, 2.627)  0.000
H (-2.163, 2.099, 2.963)  0.000
H (1.272, -0.494, -2.696)  0.000
H (-3.306, 5.494, -0.155)  0.000
H (-3.314, 4.197, -3.547)  0.000
H (4.999, -4.121, 1.628)  0.000
O (5.597, -3.422, 1.367)  0.000
H (-4.198, 4.065, -2.257)  0.000
O (-2.359, 4.464, 3.401)  0.000
O (-0.165, 5.010, 1.980)  0.000
H (-0.666, -5.317, -3.563)  0.000
O (-3.388, 0.431, 1.162)  0.001
H (2.958, 1.169, 4.116)  0.000
H (4.218, 0.539, -3.515)  0.000
H (4.427, -2.045, 1.800)  0.000
H (-0.775, -5.533, -1.002)  0.000
H (0.954, 6.439, -1.070)  0.000
H (-2.621, 1.914, 0.717)  0.000
O (4.419, -0.195, -3.007)  0.000
H (-1.864, -1.677, 2.678)  0.000
H (3.306, -3.148, -3.949)  0.000
O (-5.792, -0.474, -1.115)  0.818
H (3.828, -1.482, -1.621)  0.000
O (1.717, 1.670, -0.556)  0.000
H (-5.673, -1.277, 2.987)  0.000
H (-1.554, -3.445, -4.484)  0.000

Results
- gap between HOMO and LUMO (spin up / spin down) (hartree) = 0.32537 / 0.08648
- net charge = +1
- highest occupied orbital energy (spin up / spin down) (eV) = -12.44 / -12.44
- multiplicity = 2
- ⟨S²⟩ = 0.7562

***

Run D
H80O40 | ωB97M-V with the def2-TZVPD basis set

Last column: Löwdin spin population.
Positions of all 120 atoms, in Å:
H (1.223, -2.596, 5.296)  0.000
H (-0.474, 1.367, -2.097)  0.000
O (1.137, -0.196, 6.133)  0.000
H (-2.718, -0.732, 3.317)  0.000
H (-4.169, -0.866, -1.770)  0.000
O (0.910, -2.937, -5.503)  0.000
O (0.816, 3.126, -3.470)  0.000
H (-3.605, 1.101, -1.890)  0.000
H (-2.025, 5.507, 0.153)  0.000
O (-1.492, -1.837, -3.585)  0.000
H (-4.080, 2.664, 1.914)  0.000
H (5.046, -1.299, 1.809)  0.000
H (0.555, -5.327, -4.432)  0.000
H (-2.529, -5.581, 0.069)  0.000
O (-6.039, 2.057, -0.258)  0.000
H (0.804, -3.929, 5.087)  0.000
H (4.205, -3.307, 0.312)  0.000
H (0.928, -0.920, 6.688)  0.000
H (-0.444, 3.845, 0.985)  -0.001
O (-1.558, 4.443, 3.208)  -0.002
O (-4.355, 0.525, 1.349)  0.000
O (0.293, -2.987, 2.978)  0.000
O (-3.961, -0.783, -3.646)  0.000
H (2.030, -2.460, -1.493)  0.000
H (-5.386, 2.590, 0.249)  0.000
H (1.323, 0.605, 1.731)  0.000
H (2.395, 5.185, 2.019)  0.001
H (1.325, -2.267, -6.073)  0.000
H (-3.726, -1.314, -4.433)  0.000
O (1.428, 0.915, -0.710)  0.000
H (0.600, 2.285, 5.533)  -0.002
O (-1.928, -0.645, 3.854)  0.000
O (0.497, 0.867, 2.066)  -0.001
H (0.193, 3.852, -3.551)  0.000
H (4.236, 1.436, -3.692)  0.000
H (2.822, -1.133, -1.139)  0.000
H (-3.688, 0.660, 0.645)  0.000
H (-0.891, -2.918, -1.595)  0.000
H (2.213, 0.412, -0.534)  0.000
H (-1.476, -6.635, -0.109)  0.000
H (5.357, 1.235, -0.866)  0.000
H (-0.797, -1.187, -3.356)  0.000
O (0.963, 3.430, 2.780)  0.469
H (1.687, 4.517, 0.928)  -0.004
H (2.755, 3.226, -2.956)  0.000
H (0.190, -2.337, -5.167)  0.000
H (1.802, -2.543, 3.352)  0.000
O (-3.358, -1.194, -1.431)  0.000
H (5.715, -2.311, 2.613)  -0.001
O (1.675, 5.358, 1.400)  0.224
O (-0.782, 2.962, 0.675)  0.012
O (-3.117, 1.757, -3.824)  0.000
H (-2.640, -3.828, 2.427)  0.000
O (2.217, -1.353, -3.506)  0.000
O (5.866, -1.726, 1.870)  0.099
H (-2.194, 4.542, 3.904)  0.000
H (3.946, 1.759, 5.347)  0.000
O (-1.091, 5.565, -0.072)  0.000
H (-1.714, 3.547, 2.911)  0.000
H (0.196, 0.217, -1.563)  0.000
H (-0.996, 2.903, -0.277)  0.000
H (-2.343, -0.611, 0.098)  0.000
H (-1.036, 4.147, -1.574)  0.000
H (-5.998, 1.254, 0.358)  0.000
O (0.464, -4.626, -3.812)  0.000
H (-2.252, 3.182, -1.526)  0.000
O (2.467, -1.993, -0.790)  0.000
O (-3.508, 1.417, -0.961)  0.000
H (0.376, 3.774, 5.732)  -0.002
H (0.190, 1.513, 1.383)  0.000
H (-1.501, 0.118, 0.995)  0.000
O (3.616, 1.065, 4.771)  0.002
H (2.339, -2.327, -3.807)  0.000
H (-1.226, -0.121, 3.398)  0.000
H (1.618, 1.823, -0.872)  0.000
H (-1.062, 5.962, 0.863)  0.000
H (0.325, 4.035, 3.157)  0.000
H (-3.458, -2.106, -1.770)  0.000
H (-3.353, -5.230, 2.440)  0.000
O (4.634, 0.751, -0.524)  0.000
H (3.172, -1.208, -3.637)  0.000
O (3.482, 3.781, -3.306)  0.000
H (2.604, -1.548, 4.341)  0.000
O (-2.123, -6.290, 0.507)  0.000
O (-0.350, 0.447, -2.364)  0.000
O (-1.831, -0.757, 0.859)  0.000
O (0.567, -3.208, 5.647)  0.000
H (-3.423, 2.741, 0.643)  0.000
H (0.232, 0.133, 5.912)  0.000
H (4.837, 0.266, 0.243)  0.000
H (-2.720, 2.648, -3.864)  0.000
O (4.305, -3.598, 1.197)  0.091
H (3.450, 0.528, -4.564)  0.000
H (3.684, -3.042, 1.651)  0.000
H (2.843, -4.794, -0.842)  0.000
H (0.219, -2.896, 1.975)  0.000
H (-0.137, -2.177, 3.215)  0.000
H (-3.234, 1.561, -4.749)  0.000
O (2.655, -5.670, -1.182)  0.001
H (-1.995, -1.448, -2.811)  0.000
H (3.073, 0.497, 5.415)  0.000
H (0.877, 0.667, -3.689)  0.000
H (0.873, 2.467, -4.162)  0.000
O (-3.399, -4.323, 2.736)  0.000
O (1.374, 0.876, -4.455)  0.000
O (1.082, 3.102, 5.664)  0.112
O (-1.400, 3.340, -1.963)  0.001
H (-4.500, 1.509, -0.951)  0.000
O (4.095, 0.504, -3.845)  0.000
H (2.019, -6.052, -0.557)  0.000
H (3.612, 3.359, -4.158)  0.000
O (-1.337, -3.848, -1.821)  0.000
H (-1.021, -3.894, -2.806)  0.000
H (0.259, -5.188, -2.995)  0.000
O (-4.077, 3.267, 1.141)  0.000
O (2.654, -2.266, 3.714)  0.000
H (-4.221, -0.366, 1.656)  0.000
H (0.781, 2.468, 2.711)  0.004
H (-4.659, -1.389, -3.358)  0.000
H (1.273, 0.462, -5.303)  0.000

Results
- gap between HOMO and LUMO (spin up / spin down) (hartree) = 0.34795 / 0.06677
- net charge = +1
- highest occupied orbital energy (spin up / spin down) (eV) = -12.70 / -11.84
- multiplicity = 2
- ⟨S²⟩ = 0.7566

***

We find run D to be the most stable, with the next structure 0.0411 hartree higher.